[1]
C3H4N2O | ωB97M-V with the def2-TZVPD basis set

Structure (XYZ):
```
10
Properties=species:S:1:pos:R:3:nbo_charge:R:1
C -1.475 1.354 0.689 -0.120
C 0.532 -0.977 -0.158 -0.166
C 1.844 -0.680 -0.866 0.246
H -2.395 1.422 0.036 0.213
H -1.399 2.265 1.333 0.179
H 0.128 -1.896 -0.527 0.228
H 0.666 -1.251 0.803 0.212
N -0.234 0.744 0.544 -0.116
N 2.927 -0.682 -1.514 -0.304
O -0.595 -0.296 -0.340 -0.372
```

As for the total energy: -301.2673 Eh. As for the LUMO energy: -0.09 eV. For the highest occupied orbital energy, the calculation gives -10.5 eV. Its SMILES is C=NOCC#N. The relative energy (zero: lowest compared OMol25 entry of this formula, charge and spin) is 577.3 kJ/mol.

=====

[2]
C3H4N2O | ωB97M-V with the def2-TZVPD basis set

Structure (XYZ):
```
10
Properties=species:S:1:pos:R:3:nbo_charge:R:1
N -1.267 1.087 -0.045 -0.693
C -1.103 -0.201 0.048 0.094
C -0.090 -0.644 0.992 0.020
N 1.115 -0.832 0.599 -0.465
C 1.377 -0.617 -0.758 0.503
O 1.878 0.374 -1.231 -0.557
H -1.845 1.469 -0.785 0.397
H -0.799 1.783 0.535 0.379
H -0.367 -0.920 2.015 0.200
H 1.102 -1.499 -1.369 0.120
```

As for the total energy: -301.3756 Eh. As for the LUMO energy: 0.57 eV. For the highest occupied orbital energy, the calculation gives -9.0 eV. The relative energy (zero: lowest compared OMol25 entry of this formula, charge and spin) is 293.0 kJ/mol.

=====

[3]
C3H4N2O | ωB97M-V with the def2-TZVPD basis set

Structure (XYZ):
```
10
Properties=species:S:1:pos:R:3:nbo_charge:R:1
O 2.237 -0.008 -0.489 -0.651
C 0.944 -0.211 -0.137 0.414
N 0.357 -1.373 0.026 -0.302
N -0.956 -1.038 -0.025 -0.340
C -1.178 0.277 -0.230 -0.020
C 0.050 0.876 -0.239 -0.448
H 1.994 0.718 -1.095 0.485
H -1.647 -1.760 0.063 0.408
H -2.164 0.684 -0.382 0.220
H 0.315 1.919 -0.142 0.234
```

As for the total energy: -301.4270 Eh. As for the LUMO energy: 0.93 eV. For the highest occupied orbital energy, the calculation gives -9.1 eV. Its SMILES is Oc1cc[nH]n1. The relative energy (zero: lowest compared OMol25 entry of this formula, charge and spin) is 158.1 kJ/mol.

=====

[4]
C3H4N2O | ωB97M-V with the def2-TZVPD basis set

Structure (XYZ):
```
10
Properties=species:S:1:pos:R:3:nbo_charge:R:1
N -1.717 0.620 0.302 -0.824
C -0.524 -0.072 0.245 0.383
C 0.527 -0.347 1.053 -0.152
N 1.672 -0.435 0.270 -0.475
C 1.280 -0.431 -0.954 0.334
O -0.032 -0.287 -1.146 -0.463
H -2.185 0.493 -0.587 0.386
H -1.610 1.616 0.500 0.388
H 0.614 -0.640 2.098 0.231
H 1.975 -0.518 -1.781 0.191
```

As for the total energy: -301.4308 Eh. As for the LUMO energy: 0.84 eV. For the highest occupied orbital energy, the calculation gives -8.7 eV. Its SMILES is Nc1cnco1. The relative energy (zero: lowest compared OMol25 entry of this formula, charge and spin) is 148.1 kJ/mol.

=====

[5]
C3H4N2O | ωB97M-V with the def2-TZVPD basis set

Structure (XYZ):
```
10
Properties=species:S:1:pos:R:3:nbo_charge:R:1
N 1.806 -0.136 -0.028 -0.819
C 0.490 -0.507 -0.039 0.638
C -0.533 0.593 0.013 -0.269
N -1.664 0.396 1.016 -0.263
C -1.901 0.155 -0.186 0.101
O 0.135 -1.667 -0.158 -0.605
H 2.455 -0.909 0.001 0.402
H 2.098 0.718 0.421 0.393
H -0.224 1.625 -0.164 0.196
H -2.675 -0.244 -0.827 0.226
```

As for the total energy: -301.4154 Eh. As for the LUMO energy: 0.95 eV. For the highest occupied orbital energy, the calculation gives -10.1 eV. Its SMILES is NC(=O)[C@H]1C=N1. The relative energy (zero: lowest compared OMol25 entry of this formula, charge and spin) is 188.5 kJ/mol.

=====

[6]
C3H4N2O | ωB97M-V with the def2-TZVPD basis set

Structure (XYZ):
```
10
Properties=species:S:1:pos:R:3:nbo_charge:R:1
O 2.057 -0.254 0.260 -0.673
C 1.216 -1.078 -0.302 0.331
C 0.442 -1.843 -0.820 -0.450
N -1.994 0.359 0.688 -0.681
C -0.991 1.019 0.496 0.687
N 0.047 1.690 0.475 -0.801
H 1.560 0.565 0.492 0.524
H -0.204 -2.548 -1.290 0.239
H -2.169 -0.443 0.093 0.414
H 0.037 2.531 -0.092 0.410
```

As for the total energy: -301.3644 Eh. As for the LUMO energy: 0.67 eV. For the highest occupied orbital energy, the calculation gives -9.4 eV. Its SMILES is N=C=N.C#CO. The relative energy (zero: lowest compared OMol25 entry of this formula, charge and spin) is 322.6 kJ/mol.

=====

[7]
C3H4N2O | ωB97M-V with the def2-TZVPD basis set

Structure (XYZ):
```
10
Properties=species:S:1:pos:R:3:nbo_charge:R:1
N -0.377 1.547 -0.748 -0.852
C 0.456 1.224 0.288 0.130
C 1.163 0.861 1.192 -0.301
O 0.440 -3.402 0.471 -0.422
N -0.059 -2.474 -0.114 0.202
C -0.559 -1.610 -0.704 -0.060
H 0.127 1.828 -1.582 0.395
H -1.059 2.254 -0.498 0.397
H 1.795 0.546 1.992 0.246
H -0.888 -0.656 -1.071 0.264
```

As for the total energy: -301.2843 Eh. As for the LUMO energy: 0.60 eV. For the highest occupied orbital energy, the calculation gives -9.5 eV. Its SMILES is C#[N+][O-].C#CN. The relative energy (zero: lowest compared OMol25 entry of this formula, charge and spin) is 532.7 kJ/mol.

=====

[8]
C3H4N2O | ωB97M-V with the def2-TZVPD basis set

Structure (XYZ):
```
10
Properties=species:S:1:pos:R:3:nbo_charge:R:1
O -1.282 1.351 -0.107 -0.644
C -0.398 0.377 0.168 0.316
C 0.753 0.009 -0.699 -0.383
N 1.410 -1.073 -0.017 -0.163
N 0.654 -1.461 0.926 -0.144
C -0.484 -0.651 1.039 -0.207
H -0.794 2.134 -0.396 0.488
H 1.391 0.692 -1.263 0.237
H 0.024 -0.471 -1.379 0.279
H -1.275 -0.907 1.727 0.221
```

As for the total energy: -301.3853 Eh. As for the LUMO energy: 0.34 eV. For the highest occupied orbital energy, the calculation gives -9.4 eV. Its SMILES is OC1=CN=NC1. The relative energy (zero: lowest compared OMol25 entry of this formula, charge and spin) is 267.7 kJ/mol.

=====

[9]
C3H4N2O | ωB97M-V with the def2-TZVPD basis set

Structure (XYZ):
```
10
Properties=species:S:1:pos:R:3:nbo_charge:R:1
O 1.564 -1.324 1.758 -0.653
C 0.517 -1.189 0.977 0.272
C -0.446 -1.170 0.253 -0.384
C -1.448 1.234 -1.358 -0.088
N -0.336 1.457 -0.987 -0.002
N 0.876 1.582 -0.784 -0.474
H 1.834 -2.251 1.678 0.504
H -1.288 -1.178 -0.395 0.251
H -2.381 1.755 -1.223 0.224
H 1.110 1.085 0.082 0.350
```

As for the total energy: -301.2589 Eh. As for the LUMO energy: 0.42 eV. For the highest occupied orbital energy, the calculation gives -8.9 eV. The relative energy (zero: lowest compared OMol25 entry of this formula, charge and spin) is 599.5 kJ/mol.

=====

[10]
C3H4N2O | ωB97M-V with the def2-TZVPD basis set

Structure (XYZ):
```
10
Properties=species:S:1:pos:R:3:nbo_charge:R:1
O 2.410 0.494 0.468 -0.500
C 1.292 0.351 0.102 0.881
N 0.412 -1.174 -0.163 -0.743
C -0.861 -0.753 0.011 0.007
C -1.007 0.587 0.039 -0.242
N 0.269 1.220 -0.140 -0.662
H 0.475 -2.200 -0.274 0.412
H -1.702 -1.425 0.170 0.208
H -1.681 1.063 0.735 0.212
H 0.393 1.835 -0.948 0.427
```

As for the total energy: -301.3997 Eh. As for the LUMO energy: 0.81 eV. For the highest occupied orbital energy, the calculation gives -8.0 eV. Its SMILES is O=c1[nH]cc[nH]1. The relative energy (zero: lowest compared OMol25 entry of this formula, charge and spin) is 229.8 kJ/mol.

=====

no.,Kohn-Sham gap (Ha)
1,0.384
2,0.352
3,0.368
4,0.350
5,0.405
6,0.369
7,0.370
8,0.359
9,0.343
10,0.326